Density functional theory data (ωB97M-V/def2-TZVPD) for 2 unconnected molecules or ions with the total composition C5H10O2.

```
17
Properties=species:S:1:pos:R:3
C -2.1051 -0.4194 -0.0525
C -0.6825 -0.4193 0.4567
O 0.1240 -1.2869 -0.3879
C 1.3419 -0.7166 -0.5525
C 1.5418 0.2664 0.5629
C 0.1057 0.9192 0.4715
O -0.0895 1.6644 -0.6907
H -2.4285 -1.4486 -0.2465
H -2.2000 0.1740 -0.9652
H -2.7608 0.0037 0.7141
H -0.6364 -0.8591 1.4627
H 1.2764 0.2319 -1.8186
H 2.0982 -1.4260 -0.8740
H 1.5696 -0.1649 1.5774
H 2.4646 0.8333 0.4082
H -0.1125 1.4823 1.3973
H 0.4932 1.1656 -1.4629
```

Calculated values
HOMO level: -9.31 eV
Energy: -9439.6283 eV
Strongest force on any atom: 3.3 eV/Å
HOMO-LUMO gap: 10.179 eV
Multiplicity: 1
Total charge: 0